# 1
{"formula": "C34H82BrNO11PS5", "method": "wB97M-V/def2-TZVPD", "species": ["H", "C", "H", "H", "H", "C", "H", "S", "O", "H", "O", "H", "H", "H", "N", "C", "H", "H", "C", "C", "H", "H", "C", "H", "H", "H", "H", "H", "O", "O", "H", "H", "C", "C", "H", "Br", "H", "C", "H", "H", "H", "C", "H", "S", "H", "H", "O", "H", "H", "C", "H", "C", "H", "H", "H", "H", "H", "H", "H", "C", "H", "H", "H", "C", "H", "H", "H", "H", "H", "O", "H", "C", "H", "H", "O", "H", "H", "H", "H", "H", "H", "O", "C", "H", "H", "C", "S", "H", "H", "C", "C", "C", "C", "H", "O", "H", "C", "C", "C", "H", "H", "C", "H", "C", "C", "H", "C", "H", "H", "H", "O", "C", "H", "C", "H", "H", "C", "H", "H", "H", "P", "H", "O", "S", "C", "C", "S", "H", "H", "H", "C", "H", "H", "H", "H"], "positions_angstrom": [[-3.9887, 2.3089, 2.3115], [6.2178, 0.1135, 0.5699], [5.6435, 3.1877, 2.0416], [-0.5888, 0.2079, -4.6982], [-2.4255, -2.5941, 1.9820], [-3.1085, 0.4035, 1.7961], [5.1245, 2.9330, 0.3636], [-2.9932, -3.6682, -3.9184], [2.8226, -3.4473, -3.4044], [-4.1156, -5.6890, -3.3253], [0.1066, 1.8268, -3.6489], [1.7208, 6.1178, 4.4901], [-2.3549, -5.9020, -3.4744], [3.7817, -4.0333, 1.4485], [-2.4067, 2.7412, 1.0158], [5.7153, -5.0137, 3.1892], [-4.1012, 0.0981, 2.1338], [7.2401, 1.9601, 0.2732], [-7.5036, 1.3415, 1.3140], [0.7836, 7.9876, -2.0367], [1.9906, 4.5367, 3.6981], [-2.2059, 5.0408, -0.4716], [4.3023, 0.2273, -1.1631], [7.1937, 1.4399, 1.9709], [-9.2776, 3.5271, 1.7832], [6.1210, -5.7283, 3.9020], [7.0869, -0.5369, 0.6943], [3.2519, -0.6220, 0.4867], [0.6226, 4.6556, -0.6216], [-0.5612, -5.4735, 2.0340], [6.3761, 0.8160, -1.4436], [0.6459, -2.7347, -1.0125], [-0.9799, 1.0236, -4.0866], [-1.7757, 0.4025, -2.9332], [0.7416, -5.5899, 4.5306], [-0.6621, 2.0088, 0.6445], [-0.0184, -3.5876, -4.1093], [-1.8279, 5.1993, 0.5352], [-2.0873, -1.5907, 0.5948], [-0.9234, 6.7512, -1.6975], [-6.8763, 0.6823, 0.7167], [2.1606, -1.1920, -1.2424], [6.4827, -4.2879, 2.9204], [-0.5315, -6.7171, 2.8525], [-4.1320, -2.8995, -1.9627], [4.1218, -4.1781, -5.9140], [4.0579, -6.7729, 2.0999], [-8.5521, 1.1209, 1.1180], [4.0026, 1.1904, -0.7476], [2.1368, 5.6088, 3.6247], [4.1476, 0.2791, -2.2416], [-1.8099, -1.7634, 1.6361], [3.0499, -5.4823, -5.3417], [-1.7771, -7.3945, 4.7769], [2.6121, -4.5228, -6.7920], [1.1484, 7.1633, -2.6444], [2.3191, -1.6351, -2.2220], [-3.8338, 3.6178, -0.2795], [0.7885, -5.1581, -4.3528], [3.0879, -4.5001, -5.8119], [-2.4004, -0.7821, 3.4633], [-4.3819, -1.8305, -3.3688], [1.0908, -0.6388, 1.1154], [-0.3364, -2.2020, 1.6038], [-3.2011, 4.3815, 2.0251], [1.5916, 8.4024, -1.4457], [0.2551, -4.1854, -5.7620], [-4.2862, 2.4341, -2.4191], [1.2067, 7.1752, 2.4837], [-3.1318, 0.8506, -2.8426], [3.2065, 5.8126, 3.6367], [-4.3348, -2.8655, -3.0335], [0.7687, 1.2544, -3.2693], [-0.2496, -0.7630, -0.0182], [0.4850, 5.3059, 1.8731], [-4.0535, 1.8919, -0.0201], [-3.0249, -5.1206, -2.0196], [-7.9709, 3.5235, 3.0111], [-3.1090, 0.2233, 0.7220], [-1.0444, 8.3442, -0.9584], [-1.6083, 1.6400, -4.7225], [-1.7300, -3.0409, -3.4351], [1.5698, 6.1651, 2.3244], [5.3570, -3.8000, 0.6230], [4.5536, 1.8456, 1.6054], [-3.0013, 1.8894, 2.1210], [-7.1555, 3.0308, 0.8232], [0.3976, 8.7361, -2.7269], [-2.7928, -6.6018, 3.5493], [-1.8408, -6.5637, 4.0747], [-3.1428, -5.2556, -3.0947], [-3.2272, 2.1930, -2.5102], [4.5553, -4.5060, 0.8423], [-0.3255, -3.2421, 1.2869], [-5.7577, 3.3273, 1.2761], [-2.3946, 2.0777, 3.0042], [-0.3661, 7.5176, -1.1610], [1.3096, -2.1419, -0.3826], [3.4797, -0.8995, -0.5453], [-1.8092, -0.6722, -3.0754], [-7.2760, 1.2155, 2.3725], [-2.0590, -0.5030, 2.4691], [-2.2596, 6.1379, 0.8854], [5.8062, 0.0540, -0.9119], [6.6227, 1.5090, 1.0483], [4.1223, -4.8649, -0.0896], [0.4403, -1.3481, 0.5928], [1.7563, -6.5661, 3.4290], [-2.7842, 2.8308, -3.2764], [0.0822, -2.1263, 2.6059], [-2.5261, 2.4510, -1.3070], [-8.2508, 3.8190, 2.0004], [6.0929, -0.9208, -1.3087], [5.4113, 2.4389, 1.2900], [4.8464, -4.5139, 3.6182], [0.8180, -7.3727, 4.7107], [0.8308, -6.5416, 4.0057], [5.4410, -0.2874, 1.2214], [-1.2239, 0.5841, -2.0097], [-1.5092, 4.0809, 2.3306], [-0.0368, 5.4864, 0.3888], [-1.7420, -5.6114, 4.5961], [0.1118, 7.0485, 0.1162], [5.2182, -5.9242, 1.7215], [-2.2576, 4.1367, 1.5420], [-3.3116, 2.6674, -0.1826], [2.2438, -3.3080, -4.7688], [2.3486, 6.1703, 1.5667], [4.0677, -1.8183, -0.5163], [-5.2721, -3.3711, -3.2647], [0.6576, -4.1515, -4.7498], [1.9516, -2.8250, 0.1736], [1.5886, -0.2617, -1.3415], [-1.1408, 0.0759, 2.5525], [-8.1446, 4.8951, 1.8848]], "atomic_forces_ev_per_a": [[-0.01, 0.20, -0.21], [0.54, 0.03, -0.17], [-0.10, 0.15, 0.03], [-0.09, -0.02, -0.17], [-0.11, 0.02, 0.13], [-0.19, -0.15, 0.51], [-0.07, 0.16, 0.01], [-0.24, -0.07, -0.06], [0.08, -0.09, 0.06], [0.00, 0.01, -0.03], [-0.53, 0.47, -0.15], [-0.21, -0.19, 0.10], [0.02, 0.01, -0.02], [0.00, -0.03, 0.02], [0.04, -0.54, 0.27], [-0.01, 0.03, 0.08], [-0.08, -0.07, -0.08], [0.35, 0.04, 0.14], [0.03, -0.05, 0.04], [-0.42, -0.32, -0.26], [-0.02, -0.11, 0.00], [-0.09, -0.16, -0.07], [0.54, 0.08, 0.01], [0.17, -0.07, 0.02], [0.00, 0.01, -0.02], [0.00, -0.03, -0.02], [0.02, -0.06, 0.05], [0.09, -0.17, 0.19], [-0.14, -0.01, -0.01], [-0.12, 0.10, 0.01], [0.03, 0.00, -0.19], [0.05, -0.19, -0.03], [0.46, -0.37, 0.16], [0.37, -0.22, -0.44], [-0.05, 0.01, -0.03], [-0.10, 0.22, -0.01], [0.20, -0.06, -0.13], [-0.01, 0.08, 0.23], [-0.19, 0.04, -0.06], [-0.07, -0.21, 0.14], [0.00, 0.02, -0.03], [-0.26, -0.30, 0.48], [0.01, -0.01, -0.01], [0.10, -0.08, 0.03], [0.05, -0.02, -0.01], [0.01, 0.01, 0.00], [-0.13, 0.02, 0.16], [0.00, 0.00, -0.02], [-0.25, 0.06, -0.09], [0.14, 0.42, -0.19], [-0.13, -0.07, -0.09], [0.38, -0.40, 0.17], [-0.02, 0.02, 0.04], [0.00, -0.01, -0.01], [0.00, 0.02, 0.00], [0.26, -0.07, 0.13], [0.14, 0.13, -0.06], [-0.06, 0.09, 0.42], [0.11, -0.04, 0.00], [0.10, -0.02, -0.05], [0.12, 0.12, 0.19], [0.03, 0.01, -0.02], [-0.03, 0.18, 0.03], [-0.69, 0.26, -0.50], [-0.25, -0.03, -0.29], [0.05, 0.13, 0.07], [0.01, 0.02, -0.06], [-0.10, -0.04, 0.07], [-0.18, 0.07, -0.24], [-0.10, 0.04, 0.29], [0.07, -0.09, 0.07], [-0.04, 0.07, 0.03], [0.36, -0.23, 0.17], [-0.11, 0.08, 0.02], [-0.24, 0.70, 0.09], [0.08, -0.15, 0.07], [0.03, 0.03, 0.00], [0.03, -0.02, -0.01], [0.14, 0.13, -0.11], [-0.03, 0.00, 0.19], [-0.09, 0.09, -0.03], [-0.31, 0.25, 0.31], [0.47, -0.48, 0.54], [0.02, -0.02, 0.01], [-0.09, 0.07, 0.25], [-0.23, 0.02, 0.27], [-0.14, 0.02, -0.02], [0.12, 0.16, 0.00], [0.01, -0.01, -0.03], [-0.05, 0.03, 0.05], [0.05, -0.02, 0.08], [-0.03, -0.25, -0.30], [-0.05, 0.08, -0.06], [0.21, -0.12, 0.17], [0.09, -0.05, 0.09], [0.16, -0.08, 0.00], [0.27, 0.64, -0.37], [-0.23, 0.37, -0.11], [-0.13, 0.38, -0.10], [-0.31, -0.15, 0.04], [0.00, 0.04, 0.00], [-0.24, 0.22, -0.74], [0.00, 0.06, 0.01], [-0.33, -0.12, 0.44], [-0.84, 0.20, -0.06], [0.01, -0.02, -0.01], [0.54, -0.15, 0.20], [-0.01, -0.02, -0.03], [0.19, 0.05, 0.06], [0.16, -0.18, 0.06], [0.02, 0.44, 0.36], [-0.02, 0.03, 0.06], [0.08, -0.01, -0.16], [0.33, -0.43, -0.34], [-0.02, -0.02, -0.03], [-0.01, -0.02, -0.02], [0.15, 0.00, -0.01], [-0.12, -0.07, 0.02], [-0.14, 0.13, 0.14], [-0.03, -0.09, 0.07], [0.47, -0.26, -0.57], [0.03, 0.01, -0.03], [-0.38, -0.31, 0.31], [0.08, 0.03, -0.12], [0.45, 0.22, 0.19], [-0.06, 0.23, -1.05], [-0.19, -0.15, -0.15], [-0.07, 0.03, -0.21], [0.05, -0.09, -0.01], [0.01, 0.00, -0.02], [0.19, 0.03, 0.04], [0.04, -0.16, -0.05], [0.04, 0.16, -0.23], [0.15, -0.17, 0.19], [0.02, 0.00, -0.03]], "mulliken_charge": [0.50, -0.34, 0.39, 0.27, 0.59, -0.47, 0.27, 0.33, -0.59, 0.41, -0.51, 0.33, 0.32, 0.20, 0.54, -0.95, 0.49, 0.32, -0.95, -1.30, 0.27, 0.42, -0.58, 0.38, 0.43, 0.35, 0.33, 0.21, -0.58, -0.51, 0.45, 0.41, -0.90, 1.13, 0.27, 0.11, -0.08, -0.38, 0.10, 0.22, 0.29, -0.03, 0.36, 0.39, 0.20, 0.37, -0.59, 0.44, 0.04, -1.22, 0.46, -0.60, 0.29, 0.39, 0.39, 0.28, 0.01, 0.56, 0.43, -1.08, 0.43, 0.21, 0.17, -1.44, 0.50, 0.29, 0.45, 0.48, 0.28, -0.46, 0.35, -0.85, 0.31, -1.14, -0.15, 0.73, 0.26, 0.32, 0.24, 0.40, 0.49, -0.49, -0.20, 0.35, 0.17, -1.03, 0.41, 0.41, 0.32, -0.97, -0.95, -0.65, -0.85, 0.43, -0.53, 0.59, -0.15, -0.63, 0.10, -0.23, 0.30, -0.78, 0.43, -1.01, -0.73, 0.40, 1.66, 0.17, 0.23, 0.42, 0.00, -1.06, 0.42, -0.91, 0.29, 0.40, -0.76, 0.20, -0.23, 0.77, 0.47, 0.27, -0.32, 0.42, -1.44, -1.24, 0.51, 0.35, -0.13, 0.47, -0.65, 0.21, -0.08, 0.38, 0.34], "orbital_gap_ev": 6.898, "charge": 1, "total_energy_ev": -194098.93548, "molar_mass_g_mol": 952.24, "homo_ev": -10.102}

=====

# 2
{"formula": "C18H16MgN7O9S", "method": "wB97M-V/def2-TZVPD", "species": ["O", "C", "H", "C", "C", "H", "H", "O", "N", "N", "H", "N", "C", "H", "H", "C", "O", "H", "H", "C", "C", "H", "H", "C", "H", "H", "O", "C", "O", "C", "N", "O", "Mg", "N", "H", "H", "C", "C", "C", "N", "N", "O", "C", "C", "S", "H", "H", "O", "C", "C", "O", "C"], "positions_angstrom": [[4.5819, 0.7050, -4.1130], [3.3101, 2.4842, -5.1858], [3.5871, 2.1696, 0.1870], [-0.7903, -0.7313, -3.0137], [1.6757, 2.6346, -3.4811], [2.7279, 0.9624, 1.0181], [-0.4652, 4.1773, 2.4342], [-1.4428, 4.2698, 0.7084], [2.3068, 2.8244, 1.5788], [0.0008, 0.0048, 0.2731], [-1.9582, -3.6191, -1.7432], [0.4614, 3.1037, 0.2985], [1.0276, 3.2860, 1.4718], [-0.6199, -0.1777, -3.9297], [0.8290, -2.2910, 2.6315], [-1.5238, -2.6277, -1.7883], [1.5232, 4.1241, -5.3808], [2.6824, 2.7551, 2.5093], [-1.2174, -2.5181, 0.3286], [-1.3577, -1.9932, -3.0144], [2.5755, 1.6087, -3.1172], [-3.0888, -0.7147, 2.0727], [-4.0653, -2.9321, 2.6279], [-2.4561, -1.5560, 2.3222], [-2.0083, -5.9966, 3.2492], [-3.1623, -5.1938, 4.3145], [3.9411, 2.6747, -6.2003], [-1.1196, -2.0142, -0.6194], [0.8345, 0.3250, 2.5690], [-2.9903, -2.7960, 2.6329], [2.7269, 1.8985, 0.6343], [-1.3430, 2.6646, -0.7578], [0.6889, 1.5984, -1.2111], [0.5009, 3.9095, 2.5306], [-0.1312, -4.5076, 3.1958], [-1.6533, -2.4629, -3.9411], [-0.7863, -3.6805, 2.9496], [3.6277, 1.4667, -4.1155], [-1.0795, -1.3921, 2.3175], [-0.4180, -0.1227, -1.8957], [-0.8552, 3.3768, 0.1034], [-1.4002, 1.1482, 2.0383], [-0.2423, -2.4455, 2.6378], [2.0631, 3.2250, -4.7606], [-0.3795, 0.1504, 1.7868], [-3.5739, -5.4651, 2.6249], [0.8205, 3.6173, 3.4377], [0.6803, 2.9358, -2.7318], [-2.7576, -5.2076, 3.3002], [-2.1651, -3.8734, 2.9476], [2.4263, 0.9528, -2.0232], [-0.5483, -0.7347, -0.7085]], "atomic_forces_ev_per_a": [[-0.02, 0.01, 0.02], [0.07, 0.01, -0.11], [0.05, -0.06, -0.06], [-0.09, -0.19, -0.06], [-0.10, 0.05, 0.01], [0.03, -0.07, -0.08], [-0.15, 0.07, 0.00], [0.20, -0.48, -0.23], [-0.41, 0.24, -0.07], [0.73, 0.83, 1.08], [0.00, -0.01, 0.00], [0.21, -0.06, 0.01], [0.42, -0.06, 0.04], [-0.02, -0.01, -0.01], [-0.01, -0.01, -0.01], [0.05, 0.07, 0.09], [-0.02, 0.01, 0.01], [-0.01, 0.03, 0.17], [0.02, -0.04, -0.23], [0.00, 0.12, -0.12], [0.11, -0.08, 0.06], [0.00, -0.01, -0.01], [-0.02, 0.00, 0.00], [-0.02, 0.02, 0.10], [-0.01, -0.01, 0.00], [0.00, -0.01, 0.00], [0.02, 0.00, -0.02], [-0.09, -0.17, -0.26], [0.18, 0.16, -0.28], [0.02, 0.05, 0.02], [-0.25, -0.06, 0.03], [-0.30, 0.29, 0.14], [0.39, -0.06, -0.34], [0.03, -0.02, 0.06], [0.00, -0.02, 0.00], [0.00, 0.01, -0.01], [-0.03, -0.01, 0.03], [0.14, -0.12, 0.04], [-0.07, 0.17, 0.09], [-0.06, -0.03, -0.22], [-0.38, 0.36, 0.32], [0.02, 0.08, -0.26], [0.14, 0.01, 0.07], [-0.10, 0.12, -0.04], [-0.13, -0.35, 0.55], [-0.01, -0.01, 0.00], [-0.02, -0.01, 0.05], [0.02, -0.09, -0.02], [-0.02, -0.05, 0.02], [0.02, 0.04, -0.04], [0.02, -0.05, 0.00], [-0.56, -0.58, -0.53]], "mulliken_charge": [-0.70, 0.58, 0.26, -0.17, 0.68, 0.22, 0.25, -0.80, -0.18, -0.21, 0.42, -0.42, 0.52, 0.49, 0.45, -0.53, -0.69, 0.25, 0.31, -0.89, 0.88, 0.47, 0.37, 0.00, 0.37, 0.29, -0.65, -0.49, -0.82, -0.74, -0.40, -0.59, 1.58, -0.47, 0.31, 0.38, -0.87, -0.10, -1.20, -0.03, 1.25, -0.83, -0.26, -0.14, 1.83, 0.36, 0.22, -1.00, -1.45, 1.16, -0.97, 0.68], "orbital_gap_ev": 5.920, "charge": -1, "total_energy_ev": -64066.25114, "molar_mass_g_mol": 530.74, "homo_ev": -3.830}

=====

- What is the charge in the first record?
  +1